# 1
{
  "formula": "C23H16BCl3N13O4Sr",
  "method": "the ωB97M-V functional and the def2-TZVPD basis",
  "homo_energy_ev": [-9.03, -9.03],
  "total_charge": 0,
  "spin_multiplicity": 2,
  "elements": ["Sr", "C", "C", "N", "N", "C", "B", "N", "C", "C", "C", "N", "N", "C", "C", "C", "N", "N", "C", "C", "C", "N", "H", "H", "H", "H", "H", "H", "H", "H", "H", "H", "H", "H", "N", "C", "N", "C", "N", "Cl", "C", "Cl", "Cl", "C", "N", "O", "C", "O", "C", "C", "C", "C", "C", "C", "N", "O", "O", "H", "H", "H", "H"],
  "xyz": [[-1.118, 1.155, -0.562], [-1.629, -3.459, -1.577], [-1.579, -2.104, -1.915], [-1.176, -1.376, -0.880], [-0.946, -2.237, 0.138], [-1.229, -3.497, -0.262], [-0.540, -1.812, 1.582], [-1.704, -1.035, 2.249], [-2.169, -1.101, 3.513], [-3.103, -0.104, 3.686], [-3.141, 0.544, 2.449], [-2.293, -0.006, 1.589], [0.726, -0.894, 1.625], [1.816, -1.033, 2.411], [2.573, 0.112, 2.316], [1.845, 0.935, 1.451], [0.737, 0.328, 1.045], [-0.163, -3.121, 2.299], [0.880, -3.910, 1.931], [0.843, -5.047, 2.695], [-0.293, -4.875, 3.509], [-0.896, -3.726, 3.259], [-1.913, -4.291, -2.197], [-1.792, -1.618, -2.854], [-1.130, -4.334, 0.406], [-1.826, -1.870, 4.180], [-3.680, 0.105, 4.570], [-3.746, 1.386, 2.142], [1.982, -1.922, 2.991], [3.506, 0.320, 2.809], [2.066, 1.930, 1.095], [1.558, -3.608, 1.150], [1.527, -5.877, 2.667], [-0.694, -5.536, 4.261], [-3.346, 2.619, -1.137], [-4.169, 3.371, -1.453], [-5.139, 4.159, -1.843], [-5.290, 5.309, -1.249], [-5.496, 6.353, -0.767], [-3.031, 6.100, 1.829], [-1.731, 5.296, 2.728], [-0.394, 6.411, 3.004], [-2.344, 4.666, 4.259], [-1.254, 4.171, 1.920], [-0.899, 3.285, 1.288], [-0.413, 1.044, -3.012], [0.692, 1.510, -2.624], [0.819, 2.290, -1.639], [1.957, 1.050, -3.307], [3.149, 1.047, -2.592], [4.317, 0.604, -3.188], [4.267, 0.192, -4.508], [3.095, 0.193, -5.242], [1.929, 0.617, -4.626], [5.509, -0.268, -5.154], [6.524, -0.278, -4.486], [5.448, -0.609, -6.319], [3.147, 1.395, -1.569], [5.256, 0.579, -2.655], [3.110, -0.138, -6.270], [0.988, 0.608, -5.157]]
}


# 2
{
  "formula": "C23H16BrN4O2PbS2",
  "method": "the ωB97M-V functional and the def2-TZVPD basis",
  "homo_energy_ev": -3.69,
  "total_charge": -1,
  "spin_multiplicity": 1,
  "elements": ["Pb", "Br", "C", "C", "C", "C", "C", "N", "C", "O", "O", "H", "H", "H", "S", "C", "C", "C", "C", "C", "C", "S", "H", "H", "H", "H", "C", "C", "C", "C", "C", "C", "N", "N", "C", "C", "C", "C", "C", "N", "H", "H", "H", "H", "H", "H", "H", "H", "H"],
  "xyz": [[-0.273, -0.503, 0.064], [-3.481, -1.841, -1.967], [-3.139, -0.124, -2.717], [-3.959, 0.354, -3.725], [-3.659, 1.613, -4.231], [-2.584, 2.317, -3.716], [-1.828, 1.742, -2.701], [-2.115, 0.529, -2.220], [-0.636, 2.515, -2.097], [-0.417, 3.621, -2.620], [-0.022, 1.943, -1.153], [-4.788, -0.239, -4.088], [-4.267, 2.034, -5.024], [-2.299, 3.299, -4.064], [0.318, -3.174, -0.154], [-1.097, -3.883, 0.643], [-1.426, -5.201, 0.290], [-2.516, -5.866, 0.830], [-3.319, -5.214, 1.757], [-3.009, -3.914, 2.124], [-1.910, -3.221, 1.591], [-1.642, -1.572, 2.179], [-0.802, -5.692, -0.448], [-2.747, -6.880, 0.520], [-4.186, -5.709, 2.180], [-3.636, -3.387, 2.836], [4.765, -2.018, -2.807], [3.394, -1.904, -2.979], [2.618, -1.319, -1.992], [3.214, -0.842, -0.831], [4.596, -0.934, -0.667], [5.364, -1.527, -1.650], [2.351, -0.311, 0.169], [2.915, 0.314, 1.045], [2.085, 0.876, 2.054], [2.743, 1.556, 3.065], [1.995, 2.178, 4.047], [0.615, 2.112, 3.983], [0.041, 1.396, 2.944], [0.761, 0.786, 2.012], [5.371, -2.490, -3.571], [2.923, -2.276, -3.879], [1.546, -1.221, -2.124], [5.042, -0.550, 0.240], [6.435, -1.613, -1.514], [3.825, 1.580, 3.055], [2.483, 2.712, 4.852], [-0.007, 2.594, 4.723], [-1.036, 1.292, 2.858]]
}


# 3
{
  "formula": "C23H16Cl2N4O3",
  "method": "the ωB97M-V functional and the def2-TZVPD basis",
  "homo_energy_ev": -8.43,
  "total_charge": 0,
  "spin_multiplicity": 1,
  "elements": ["O", "C", "C", "O", "C", "O", "C", "C", "N", "C", "C", "C", "C", "C", "C", "N", "C", "C", "C", "C", "C", "C", "C", "N", "C", "N", "C", "C", "Cl", "C", "C", "Cl", "H", "H", "H", "H", "H", "H", "H", "H", "H", "H", "H", "H", "H", "H", "H", "H"],
  "xyz": [[-1.853, -2.279, -2.494], [-2.477, -2.156, -1.469], [-1.935, -2.636, -0.128], [-0.614, -2.141, 0.051], [-0.494, -0.812, -0.151], [-1.445, -0.126, -0.451], [0.883, -0.377, 0.020], [1.968, -1.231, 0.137], [3.076, -0.469, 0.179], [4.413, -0.868, 0.298], [5.384, 0.111, 0.489], [6.711, -0.251, 0.612], [7.081, -1.585, 0.546], [6.114, -2.557, 0.352], [4.781, -2.208, 0.226], [2.773, 0.831, 0.096], [1.461, 0.930, -0.002], [0.837, 2.243, -0.103], [1.534, 3.269, -0.739], [0.983, 4.531, -0.839], [-0.268, 4.788, -0.301], [-0.959, 3.776, 0.345], [-0.413, 2.510, 0.448], [-3.737, -1.600, -1.513], [-4.613, -1.192, -0.538], [-4.511, -1.650, 0.700], [-5.361, -1.262, 1.634], [-6.399, -0.383, 1.376], [-7.489, 0.095, 2.617], [-6.551, 0.107, 0.081], [-5.654, -0.300, -0.884], [-5.808, 0.286, -2.502], [-2.584, -2.314, 0.690], [-1.840, -3.724, -0.145], [1.977, -2.299, 0.186], [5.073, 1.142, 0.538], [7.461, 0.512, 0.760], [8.118, -1.866, 0.643], [6.397, -3.597, 0.295], [4.043, -2.976, 0.065], [2.507, 3.057, -1.154], [1.528, 5.319, -1.340], [-0.701, 5.774, -0.382], [-1.931, 3.975, 0.774], [-0.956, 1.731, 0.958], [-3.959, -1.240, -2.438], [-5.200, -1.679, 2.617], [-7.349, 0.792, -0.161]]
}


# 4
{
  "formula": "C23H16Cl3N7O4Ti",
  "method": "the ωB97M-V functional and the def2-TZVPD basis",
  "homo_energy_ev": [-8.26, -8.25],
  "total_charge": 0,
  "spin_multiplicity": 1,
  "elements": ["Ti", "O", "C", "O", "C", "C", "C", "N", "C", "C", "C", "O", "O", "H", "H", "H", "C", "C", "N", "C", "C", "C", "C", "C", "C", "C", "C", "N", "C", "N", "H", "H", "H", "H", "H", "H", "H", "H", "H", "Cl", "C", "Cl", "Cl", "C", "N", "N", "C", "C", "C", "N", "H", "H", "H", "H"],
  "xyz": [[1.513, 0.844, 0.398], [0.850, 0.366, 7.440], [1.257, 1.371, 6.840], [1.717, 2.457, 7.210], [1.205, 1.220, 5.287], [0.716, 0.055, 4.708], [0.730, -0.084, 3.337], [1.207, 0.875, 2.528], [1.658, 2.019, 3.091], [1.671, 2.231, 4.449], [2.162, 3.020, 2.095], [2.562, 4.110, 2.351], [2.116, 2.519, 0.827], [0.349, -0.722, 5.367], [0.374, -0.988, 2.858], [2.044, 3.150, 4.882], [-2.286, -1.176, 0.073], [-1.000, -0.781, 0.392], [-0.530, 0.425, 0.063], [-1.298, 1.250, -0.669], [-2.567, 0.910, -1.088], [-3.074, -0.324, -0.669], [-3.337, 1.813, -1.973], [-3.841, 1.459, -3.153], [-3.716, 0.144, -3.823], [-2.582, -0.655, -3.755], [-2.620, -1.861, -4.435], [-3.680, -2.248, -5.141], [-4.704, -1.401, -5.156], [-4.782, -0.228, -4.541], [-2.633, -2.155, 0.370], [-0.324, -1.456, 0.899], [-0.862, 2.205, -0.941], [-4.079, -0.607, -0.956], [-3.496, 2.827, -1.622], [-4.438, 2.178, -3.701], [-1.700, -0.388, -3.193], [-1.768, -2.530, -4.394], [-5.571, -1.698, -5.735], [3.231, -1.093, -4.387], [2.003, -0.015, -3.956], [0.841, 0.452, -5.091], [0.316, -1.969, -2.073], [1.920, 0.436, -2.676], [1.883, 0.867, -1.587], [3.488, -0.999, 1.859], [4.224, -2.109, 1.774], [3.954, -2.694, 0.553], [3.023, -1.860, -0.059], [2.741, -0.822, 0.744], [3.412, -0.354, 2.630], [4.874, -2.405, 2.580], [4.363, -3.609, 0.164], [2.486, -1.970, -0.994]]
}